# 1
{"formula": "C5H9N2O", "method": "ωB97M-V/def2-TZVPD", "gap_ev": [7.220, 6.973], "lumo_energy_ev": [-3.67, -8.35], "de_lowest_ev": 4.0524, "multiplicity": 3, "max_force_ev_per_a": 14.3, "total_charge": 1, "e_tot_ev": -10344.0541, "elements": ["C", "C", "C", "C", "C", "N", "N", "O", "H", "H", "H", "H", "H", "H", "H", "H", "H"], "xyz": [[1.340, -0.626, -1.353], [1.479, -0.637, 0.116], [-0.419, 0.738, 1.164], [-1.406, 1.258, 0.153], [-0.694, -0.671, -0.768], [0.201, -0.462, -1.791], [0.122, -0.523, 0.570], [-1.831, 0.122, -0.684], [2.208, -0.389, -1.916], [1.977, -1.574, 0.461], [2.063, 0.191, 0.500], [0.308, 1.587, 1.397], [-0.973, 0.468, 2.043], [-2.117, 1.999, 0.456], [-0.728, 1.751, -0.548], [-1.142, -1.932, -0.927], [-0.389, -1.301, 1.127]], "forces_ev_per_angstrom": [[13.3, -2.7, 3.9], [1.8, -0.7, 0.5], [-0.3, 1.4, 1.1], [2.3, -0.2, -2.9], [-2.3, -1.6, -2.2], [-13.7, 2.4, -3.4], [-3.9, -1.4, 1.1], [0.4, -0.4, 1.7], [0.6, 0.0, -0.5], [-0.3, 0.6, 0.0], [0.2, 0.2, 0.3], [-0.5, -1.7, -0.3], [0.2, -0.2, 0.8], [-0.9, -0.4, 0.3], [-0.3, 0.8, -0.3], [1.2, 2.7, 0.6], [2.2, 1.2, -0.7]]}

# 2
{"formula": "C28H38BCrN7O4S3", "method": "ωB97M-V/def2-TZVPD", "gap_ev": [6.808, 7.576], "lumo_energy_ev": [-0.14, -0.44], "multiplicity": 5, "max_force_ev_per_a": 0.6, "total_charge": 0, "e_tot_ev": -109881.2133, "elements": ["Cr", "C", "C", "C", "C", "N", "C", "C", "N", "B", "N", "C", "C", "N", "C", "S", "C", "C", "C", "C", "N", "C", "C", "N", "C", "S", "C", "C", "C", "C", "C", "S", "H", "H", "H", "H", "H", "H", "H", "H", "H", "H", "H", "H", "H", "H", "H", "H", "H", "H", "H", "H", "H", "H", "H", "H", "H", "H", "H", "H", "H", "H", "H", "H", "H", "H", "O", "C", "C", "C", "C", "C", "C", "C", "O", "N", "O", "O", "H", "H", "H", "H"], "xyz": [[0.591, -0.337, -0.341], [-3.480, -2.075, -1.522], [-3.946, -0.622, -1.427], [-3.360, 0.168, -2.592], [-5.470, -0.513, -1.514], [-3.521, -0.125, -0.076], [-4.176, -0.566, 1.063], [-3.509, -0.083, 2.124], [-2.430, 0.633, 1.659], [-1.400, 1.144, 2.700], [-0.554, -0.009, 3.305], [0.012, 0.164, 4.547], [0.790, -0.904, 4.806], [0.708, -1.747, 3.712], [-0.125, -1.178, 2.801], [-0.572, -1.824, 1.269], [1.479, -3.026, 3.581], [2.469, -2.920, 2.419], [2.275, -3.238, 4.865], [0.511, -4.194, 3.412], [-0.508, 2.299, 2.178], [-1.030, 3.568, 2.132], [-0.124, 4.373, 1.547], [0.976, 3.594, 1.235], [0.715, 2.319, 1.619], [1.763, 0.948, 1.431], [2.190, 4.114, 0.526], [2.306, 3.428, -0.834], [3.428, 3.902, 1.394], [2.017, 5.614, 0.300], [-2.442, 0.602, 0.308], [-1.260, 1.330, -0.702], [-3.769, -2.491, -2.488], [-3.922, -2.691, -0.737], [-2.393, -2.125, -1.430], [-3.848, -0.213, -3.491], [-2.289, 0.032, -2.691], [-3.563, 1.235, -2.513], [-5.782, -0.823, -2.510], [-5.792, 0.517, -1.359], [-5.989, -1.151, -0.802], [-5.051, -1.183, 1.023], [-3.692, -0.196, 3.177], [-2.041, 1.603, 3.617], [-0.195, 1.036, 5.140], [1.383, -1.131, 5.669], [3.086, -2.026, 2.532], [1.964, -2.879, 1.461], [3.123, -3.793, 2.434], [3.015, -2.453, 5.025], [2.812, -4.180, 4.765], [1.633, -3.314, 5.743], [-0.086, -4.093, 2.511], [-0.152, -4.265, 4.276], [1.087, -5.118, 3.347], [-2.007, 3.785, 2.521], [-0.166, 5.424, 1.343], [2.477, 2.360, -0.740], [3.138, 3.872, -1.381], [1.393, 3.581, -1.412], [3.617, 2.850, 1.576], [3.317, 4.415, 2.350], [4.291, 4.326, 0.878], [1.167, 5.837, -0.345], [2.913, 5.975, -0.203], [1.917, 6.165, 1.235], [2.073, 0.131, -1.686], [2.788, -0.805, -1.283], [2.467, -2.209, -1.396], [3.503, -3.138, -1.245], [3.249, -4.458, -1.505], [1.987, -4.895, -1.940], [0.957, -4.005, -2.063], [1.135, -2.636, -1.718], [0.143, -1.830, -1.629], [4.325, -5.436, -1.343], [4.067, -6.603, -1.575], [5.403, -5.034, -0.948], [3.777, -0.564, -0.857], [4.494, -2.824, -0.945], [1.846, -5.944, -2.155], [-0.032, -4.329, -2.359]], "forces_ev_per_angstrom": [[-0.5, 0.1, 0.4], [0.0, 0.0, 0.0], [0.1, 0.0, 0.1], [-0.1, 0.0, -0.1], [0.0, 0.0, 0.0], [-0.1, 0.1, 0.0], [0.0, 0.0, 0.1], [-0.1, -0.1, -0.1], [0.0, 0.2, 0.0], [0.0, 0.0, 0.0], [-0.1, 0.0, 0.1], [0.1, -0.1, 0.1], [0.0, 0.1, 0.0], [0.0, 0.0, 0.0], [0.0, -0.1, -0.1], [0.2, -0.2, -0.1], [-0.1, 0.1, 0.0], [0.0, 0.0, 0.1], [0.1, -0.1, 0.0], [0.0, 0.0, 0.0], [0.0, -0.1, 0.0], [0.0, 0.1, 0.0], [-0.1, 0.0, 0.1], [0.0, 0.0, 0.0], [0.2, -0.1, -0.1], [-0.1, 0.2, 0.0], [-0.1, -0.1, 0.0], [0.0, 0.0, 0.0], [0.0, 0.0, 0.0], [0.1, 0.0, 0.0], [0.2, -0.1, 0.0], [0.1, 0.2, -0.1], [0.0, 0.0, 0.0], [0.0, 0.0, 0.0], [0.0, 0.0, 0.0], [0.0, 0.0, 0.0], [0.0, 0.0, 0.0], [0.0, 0.0, 0.0], [0.0, 0.0, 0.0], [0.0, 0.0, 0.0], [0.0, 0.0, 0.0], [-0.1, 0.0, 0.0], [0.0, 0.0, 0.0], [0.0, 0.0, 0.0], [0.0, 0.0, 0.0], [0.0, 0.0, 0.0], [0.0, 0.0, 0.0], [-0.1, 0.0, -0.1], [0.0, 0.0, 0.0], [0.0, 0.0, 0.0], [0.0, 0.0, 0.0], [0.0, 0.0, 0.0], [0.0, 0.0, 0.0], [0.0, 0.0, 0.0], [0.0, 0.0, 0.0], [0.0, 0.0, 0.0], [0.0, 0.0, 0.0], [0.0, 0.0, 0.0], [0.0, 0.0, 0.0], [0.0, 0.0, 0.0], [0.0, -0.1, 0.0], [0.0, 0.0, 0.0], [0.0, 0.0, 0.0], [0.0, 0.0, 0.0], [0.0, 0.0, 0.0], [0.0, 0.0, 0.0], [0.1, 0.1, 0.0], [0.2, -0.2, -0.1], [0.2, 0.0, 0.0], [-0.2, 0.1, 0.0], [0.2, -0.2, -0.1], [-0.1, 0.1, 0.0], [0.0, 0.0, 0.0], [-0.1, -0.1, 0.0], [0.1, 0.0, 0.0], [-0.3, 0.2, 0.2], [0.1, -0.1, -0.1], [0.1, 0.0, -0.1], [0.0, -0.1, -0.1], [0.0, 0.0, 0.0], [0.0, 0.0, 0.0], [0.0, 0.0, 0.0]]}